Entry 1:
The following is a DFT calculation (wB97M-V/def2-TZVPD) of a 2-piece molecular cluster, C6H14O2 overall in a non-equilibrium geometry.

Output
LUMO energy   0.79 eV
Orbital gap   0.382 Eh
Multiplicity   1
ΔE to the lowest compared entry with this formula, charge and spin   278.8 kJ/mol

Last column: natural (NBO) charge in e.
Geometry (Å):
C -2.665 1.035 2.021  -0.62
C -1.203 0.598 2.077  -0.40
C -0.858 -0.748 1.435  -0.44
C -0.133 -0.542 0.126  -0.13
C 1.180 -0.288 0.096  -0.26
C 1.979 0.044 -1.008  -0.09
O 2.023 -1.078 -1.893  -0.74
H -3.135 0.731 2.890  0.21
H -2.870 2.093 2.116  0.22
H -3.219 0.522 1.187  0.20
H -0.852 0.453 3.122  0.21
H -0.608 1.344 1.481  0.21
H -0.212 -1.288 2.128  0.22
H -1.771 -1.355 1.210  0.21
H -0.691 -0.611 -0.810  0.20
H 1.788 -0.347 0.999  0.20
H 1.687 0.925 -1.798  0.16
H 3.020 0.307 -0.759  0.20
H 1.150 -1.445 -2.212  0.48
O 1.591 -0.320 -4.434  -0.96
H 1.723 -0.560 -3.500  0.47
H 2.077 0.529 -4.473  0.46

Forces on atoms 1 to 6 (eV/Å):
0.007 -0.715 -1.212
0.584 0.824 -0.376
-0.737 -0.827 -1.111
0.914 -0.223 0.191
-1.849 0.161 2.942
0.813 2.050 -5.614

=====

Entry 2:
The following is a DFT calculation (wB97M-V/def2-TZVPD) of C22H28F3N2NiO3 as an isolated structure.

Output
LUMO energy (alpha / beta)   -2.83 / -2.87 eV
Total charge   +1
Orbital gap (alpha / beta)   0.337 / 0.355 Eh
Multiplicity   3

Last column: natural (NBO) charge in e.
Geometry (Å):
Ni 0.062 -0.021 0.174  1.46
C -1.978 -2.123 2.052  -0.65
C -0.945 -1.027 2.098  -0.05
C 0.428 -1.365 2.168  -0.01
C 0.856 -2.787 2.429  -0.66
C 1.396 -0.356 2.088  -0.02
C 2.854 -0.733 2.049  -0.65
C 1.009 1.006 2.058  -0.06
C 2.072 2.076 2.146  -0.65
C -0.356 1.341 2.044  -0.07
C -0.787 2.784 1.987  -0.65
C -1.338 0.321 2.096  0.03
C -2.792 0.694 2.283  -0.67
H -2.264 -2.434 3.061  0.24
H -1.593 -2.996 1.529  0.24
H -2.876 -1.802 1.529  0.23
H 1.713 -2.798 3.101  0.23
H 1.140 -3.296 1.509  0.27
H 0.059 -3.354 2.903  0.23
H 3.254 -0.841 3.061  0.24
H 3.444 0.019 1.529  0.23
H 2.989 -1.678 1.526  0.25
H 2.877 1.747 2.800  0.24
H 1.673 2.999 2.557  0.23
H 2.524 2.302 1.175  0.23
H -0.865 3.207 2.994  0.25
H -1.759 2.889 1.507  0.23
H -0.077 3.393 1.429  0.23
H -3.339 -0.110 2.765  0.24
H -3.305 0.930 1.347  0.23
H -2.872 1.572 2.922  0.24
C 2.528 -0.674 -3.041  -0.72
C 1.956 0.338 -2.099  0.74
O 1.782 0.074 -0.896  -0.75
N 1.621 1.539 -2.582  -0.57
C 0.987 2.557 -1.744  -0.25
C -0.511 2.395 -1.714  0.21
C -1.342 3.251 -2.413  -0.24
C -2.704 2.995 -2.452  -0.12
C -3.191 1.868 -1.814  -0.24
C -2.301 1.063 -1.131  0.07
N -0.990 1.331 -1.052  -0.54
H 3.001 -1.465 -2.466  0.27
H 3.238 -0.224 -3.736  0.24
H 1.707 -1.117 -3.615  0.26
H 1.688 1.695 -3.573  0.42
H 1.254 3.537 -2.126  0.23
H 1.394 2.460 -0.743  0.23
H -0.920 4.103 -2.934  0.23
H -3.372 3.656 -2.992  0.24
H -4.242 1.607 -1.846  0.24
H -2.625 0.152 -0.651  0.23
F -0.654 -2.656 -3.533  -0.33
C -0.749 -3.302 -2.349  0.89
F -0.161 -4.483 -2.478  -0.30
F -2.049 -3.499 -2.089  -0.32
C -0.080 -2.442 -1.264  0.69
O 1.010 -2.777 -0.834  -0.63
O -0.769 -1.384 -0.993  -0.84

Forces on atoms 1 to 6 (eV/Å):
-0.127 -0.039 -0.723
0.022 0.004 -0.037
-0.107 -0.096 0.205
-0.001 -0.135 0.139
-0.062 0.084 -0.064
0.200 -0.042 0.110

=====

Entry 3:
The following is a DFT calculation (wB97M-V/def2-TZVPD) of a 2-piece molecular cluster, Br3H2PSi overall in a non-equilibrium geometry.

Output
LUMO energy (alpha / beta)   -1.95 / -4.03 eV
Orbital gap (alpha / beta)   0.309 / 0.151 Eh
Multiplicity   1
ΔE to the lowest compared entry with this formula, charge and spin   363.0 kJ/mol

Last column: natural (NBO) charge in e.
Geometry (Å):
Si -1.033 -0.062 0.432  0.72
P 0.989 0.896 0.311  -0.11
Br -1.136 -1.842 1.883  -0.31
Br -2.360 1.493 1.378  -0.32
Br 0.861 -1.606 -2.764  0.00
H 1.222 1.346 -0.996  0.03
H 1.456 -0.225 -0.242  -0.01

Forces on atoms 1 to 6 (eV/Å):
-1.064 -0.190 0.178
0.446 1.156 1.044
0.382 0.714 -0.576
0.136 -0.151 -0.173
-0.014 0.009 0.015
-0.939 0.728 -0.385